No. 1
Here is a 2-piece molecular cluster, C2H11N2 overall from OMol25. Energies are from the ωB97M-V functional and the def2-TZVPD basis.

XYZ file:
```
15
C2H11N2 | OMol25 | the ωB97M-V functional and the def2-TZVPD basis
N -2.265 -0.780 0.646
H -1.441 -1.462 0.493
H -2.596 -0.685 1.580
H -0.923 0.321 0.314
H -2.948 -1.129 -0.025
C 1.810 -0.627 -0.078
C 1.123 0.724 -0.731
N -0.221 1.060 -0.007
H 1.449 -1.498 -0.846
H 2.948 -0.663 -0.046
H 1.212 -0.945 0.857
H 1.791 1.624 -0.670
H 0.880 0.585 -1.838
H -0.856 1.790 -0.510
H 0.034 1.686 0.862
```

Summary:
orbital gap: 11.725 eV
net charge: +1
HOMO level: -15.17 eV

Results of the Löwdin charge analysis, in e, for atoms 1 through 6:
1. N 0.0182
2. H 0.0870
3. H 0.0387
4. H 0.0565
5. H 0.0566
6. C -0.0778


No. 2
Here is a 2-piece molecular cluster, C2H11N2O overall from OMol25. Energies are from the ωB97M-V functional and the def2-TZVPD basis.

XYZ file:
```
16
C2H11N2O | OMol25 | the ωB97M-V functional and the def2-TZVPD basis
N -0.222 0.832 1.437
C 0.594 -0.401 1.380
C 1.311 -0.304 0.017
N 0.539 -1.021 -0.931
H -1.085 0.749 0.905
H 0.140 1.662 1.159
H -0.428 0.754 2.399
H -0.097 -1.206 1.483
H 1.380 -0.122 2.217
H 2.343 -0.752 -0.005
H 1.362 0.797 -0.291
H 1.231 -1.567 -1.509
H 0.027 -0.498 -1.678
H -2.686 1.088 -2.083
H -2.393 -0.425 -2.461
O -2.017 0.416 -2.040
```

Summary:
orbital gap: 10.064 eV
net charge: +1
HOMO level: -13.50 eV

Results of the Löwdin charge analysis, in e, for atoms 1 through 6:
1. N 0.1876
2. C -0.1168
3. C -0.2867
4. N -0.0247
5. H 0.1725
6. H 0.1194


No. 3
Here is a 2-piece molecular cluster, C2H11N2O overall from OMol25. Energies are from the ωB97M-V functional and the def2-TZVPD basis.

XYZ file:
```
16
C2H11N2O | OMol25 | the ωB97M-V functional and the def2-TZVPD basis
N -0.158 -1.083 0.463
C 0.141 0.123 -0.374
C 1.136 1.027 0.353
N 2.061 0.224 1.146
H -1.086 -1.443 0.199
H -0.173 -0.854 1.454
H 0.497 -1.845 0.322
H -0.780 0.668 -0.491
H 0.421 -0.251 -1.344
H 0.571 1.696 0.995
H 1.646 1.594 -0.429
H 2.257 0.684 2.024
H 2.960 0.108 0.696
H -3.524 -0.889 -1.417
H -3.129 0.449 -2.121
O -2.839 -0.207 -1.478
```

Summary:
orbital gap: 10.788 eV
net charge: +1
HOMO level: -14.07 eV

Results of the Löwdin charge analysis, in e, for atoms 1 through 6:
1. N 0.1824
2. C -0.1481
3. C -0.2344
4. N 0.0048
5. H 0.1622
6. H 0.1621


No. 4
Here is a 2-piece molecular cluster, C2H11N2O overall from OMol25. Energies are from the ωB97M-V functional and the def2-TZVPD basis.

XYZ file:
```
16
C2H11N2O | OMol25 | the ωB97M-V functional and the def2-TZVPD basis
C -0.027 0.785 -1.490
N -0.624 -0.554 -1.941
C -0.457 1.282 -0.116
N -0.509 -0.007 0.662
H 1.016 0.594 -1.347
H -0.136 1.723 -2.232
H 0.026 -1.102 -2.559
H -1.453 -0.451 -2.635
H 0.254 1.870 0.305
H -1.346 1.939 -0.069
H -1.321 -0.120 1.240
H 0.355 -0.121 1.291
H -0.537 -0.809 -0.020
H 2.278 -1.489 3.277
H 0.863 -1.956 3.073
O 1.620 -1.584 2.559
```

Summary:
orbital gap: 11.358 eV
net charge: +1
HOMO level: -14.58 eV

Results of the Löwdin charge analysis, in e, for atoms 1 through 6:
1. C -0.2248
2. N -0.0310
3. C -0.1404
4. N 0.1599
5. H 0.1008
6. H 0.1687


No. 5
Here is a 3-piece molecular cluster, C2H11N2O2 overall from OMol25. Energies are from the ωB97M-V functional and the def2-TZVPD basis.

XYZ file:
```
17
C2H11N2O2 | OMol25 | the ωB97M-V functional and the def2-TZVPD basis
C -1.463 2.064 0.234
N -0.206 1.157 -0.297
C 0.441 1.593 -1.343
N 1.702 1.209 -1.799
H -1.708 1.386 1.056
H -2.077 2.178 -0.591
H -1.044 2.977 0.567
H 0.308 0.643 0.416
H -0.154 2.347 -1.970
H 2.262 0.490 -1.379
H 1.973 1.323 -2.750
H -0.938 -4.626 0.937
H -1.193 -3.823 2.298
O -0.655 -3.831 1.460
H 0.261 -2.157 0.994
H 1.672 -1.541 1.320
O 0.818 -1.388 0.847
```

Summary:
orbital gap (spin up / spin down): 3.908 / 8.800 eV
multiplicity: 2
<S²>: 0.7532
net charge: 0
HOMO level (spin up / spin down): -3.49 / -8.39 eV

Results of the Löwdin charge analysis, in e, for atoms 1 through 6:
1. C -0.0095
2. N -0.1017
3. C -0.3850
4. N 0.0217
5. H 0.0705
6. H 0.0334


No. 6
Here is a 3-piece molecular cluster, C2H11N2O2 overall from OMol25. Energies are from the ωB97M-V functional and the def2-TZVPD basis.

XYZ file:
```
17
C2H11N2O2 | OMol25 | the ωB97M-V functional and the def2-TZVPD basis
C -0.416 0.905 1.474
N 0.386 -0.645 -1.704
C 0.501 0.043 -0.598
N -0.502 0.555 0.057
H 0.269 1.735 1.647
H -0.115 0.053 2.082
H -1.395 1.192 1.840
H -0.487 -0.948 -2.107
H 1.224 -0.760 -2.246
H 1.453 0.078 -0.069
H -1.411 0.667 -0.368
H 3.625 -0.414 1.710
H 3.451 1.033 1.135
O 3.024 0.176 1.236
H -3.427 -1.905 -1.700
H -3.356 -0.569 -0.947
O -2.824 -1.196 -1.444
```

Summary:
orbital gap: 11.711 eV
net charge: +1
HOMO level: -14.80 eV

Results of the Löwdin charge analysis, in e, for atoms 1 through 6:
1. C -0.0272
2. N 0.2080
3. C -0.1421
4. N 0.0312
5. H 0.0991
6. H 0.1003


Record order is preserved below.
Relative energy (zero: lowest compared OMol25 entry of this formula, charge and spin): 38.9; 43.4; 9.4; 26.1; 31.9; 10.7 kcal per mole